Record 1
{"formula": "C16H14N8O2", "method": "wB97M-V/def2-TZVPD", "e_homo_ev": -8.37, "mol_weight_g_mol": 350.342, "e_lumo_ev": -0.6, "homo_lumo_gap_ev": 7.81, "total_energy_ev": -32832.3234, "largest_force_ha_per_bohr": 0.1629, "elements": ["N", "O", "O", "N", "N", "N", "N", "N", "C", "C", "C", "C", "C", "C", "C", "C", "C", "C", "C", "C", "C", "N", "N", "C", "C", "C", "H", "H", "H", "H", "H", "H", "H", "H", "H", "H", "H", "H", "H", "H"], "coordinates": [[-8.287, -3.877, 1.535], [-0.795, 0.998, 1.704], [3.337, 2.653, 0.986], [-6.656, -5.477, 0.545], [1.887, -0.722, -0.902], [0.616, -2.683, -0.941], [-1.420, -1.610, 0.707], [-7.513, -4.728, 1.158], [0.059, 0.415, 1.001], [3.873, 1.997, 0.072], [2.135, 0.340, -0.164], [-0.452, -3.368, -0.618], [0.736, -1.412, -0.547], [-0.247, -0.909, 0.352], [-1.518, -2.851, 0.111], [-4.876, -4.007, 1.371], [-4.532, -5.215, -0.729], [-3.631, -3.429, 1.243], [-3.379, -4.473, -0.863], [-5.331, -4.963, 0.424], [-2.865, -3.570, 0.108], [1.266, 0.979, 0.700], [3.292, 0.883, -0.611], [6.295, 1.977, 0.386], [5.220, 4.028, -0.473], [5.186, 2.500, -0.464], [-0.519, -4.381, -1.028], [-5.504, -3.675, 2.153], [-4.739, -5.952, -1.429], [-3.294, -2.776, 2.041], [-2.827, -4.524, -1.811], [1.537, 1.776, 1.267], [3.679, 0.360, -1.370], [5.972, 0.873, 0.591], [7.180, 2.044, -0.162], [6.244, 2.580, 1.366], [4.424, 4.452, -1.017], [6.110, 4.382, -1.027], [5.069, 4.599, 0.519], [5.324, 2.125, -1.493]]}


Record 2
{"formula": "C8H13N2OPS", "method": "wB97M-V/def2-TZVPD", "e_homo_ev": [-7.71, -7.71], "mol_weight_g_mol": 216.246, "e_lumo_ev": [-1.0, -1.0], "homo_lumo_gap_ev": [6.73, 6.73], "total_energy_ev": -33657.1792, "largest_force_ha_per_bohr": 0.0799, "elements": ["C", "C", "C", "C", "C", "C", "C", "C", "N", "N", "O", "P", "S", "H", "H", "H", "H", "H", "H", "H", "H", "H", "H", "H", "H", "H"], "coordinates": [[-3.395, 0.121, 0.579], [-2.891, 1.264, 0.005], [-2.772, -1.119, 0.294], [-1.681, 1.253, -0.628], [-1.768, -1.157, -0.594], [-1.133, 0.056, -1.067], [0.695, 0.288, 2.234], [3.063, -1.173, -1.470], [1.401, -0.143, 0.976], [3.069, 0.227, -0.932], [-0.014, 0.027, -1.747], [1.746, 0.872, -0.326], [1.811, 2.714, 0.284], [-4.200, 0.057, 1.366], [-3.426, 2.307, 0.248], [-3.091, -2.105, 0.693], [-1.253, 2.167, -1.015], [-1.394, -2.166, -0.854], [1.256, -0.148, 3.056], [0.600, 1.324, 2.265], [-0.300, -0.118, 2.156], [3.016, -1.756, -0.566], [2.123, -1.448, -2.144], [3.999, -1.360, -2.068], [0.938, -0.942, 0.660], [3.601, 0.958, -1.404]]}


Repeat the second record exactly.
{"formula": "C8H13N2OPS", "method": "wB97M-V/def2-TZVPD", "e_homo_ev": [-7.71, -7.71], "mol_weight_g_mol": 216.246, "e_lumo_ev": [-1.0, -1.0], "homo_lumo_gap_ev": [6.73, 6.73], "total_energy_ev": -33657.1792, "largest_force_ha_per_bohr": 0.0799, "elements": ["C", "C", "C", "C", "C", "C", "C", "C", "N", "N", "O", "P", "S", "H", "H", "H", "H", "H", "H", "H", "H", "H", "H", "H", "H", "H"], "coordinates": [[-3.395, 0.121, 0.579], [-2.891, 1.264, 0.005], [-2.772, -1.119, 0.294], [-1.681, 1.253, -0.628], [-1.768, -1.157, -0.594], [-1.133, 0.056, -1.067], [0.695, 0.288, 2.234], [3.063, -1.173, -1.470], [1.401, -0.143, 0.976], [3.069, 0.227, -0.932], [-0.014, 0.027, -1.747], [1.746, 0.872, -0.326], [1.811, 2.714, 0.284], [-4.200, 0.057, 1.366], [-3.426, 2.307, 0.248], [-3.091, -2.105, 0.693], [-1.253, 2.167, -1.015], [-1.394, -2.166, -0.854], [1.256, -0.148, 3.056], [0.600, 1.324, 2.265], [-0.300, -0.118, 2.156], [3.016, -1.756, -0.566], [2.123, -1.448, -2.144], [3.999, -1.360, -2.068], [0.938, -0.942, 0.660], [3.601, 0.958, -1.404]]}